# 1
DFT (ωB97M-V/def2-TZVPD) results for a molecular structure, C25H17BrDyF6N8O9S2.

Lowest unoccupied orbital energy (alpha / beta): 1.9549 / 1.9535 eV
<S²>: 9.340
Total energy: -6932.9784 hartree
Kohn-Sham gap (alpha / beta): 7.758 / 7.756 eV

```
! RIJCOSX wB97M-V def2-TZVPD def2/J DEFGRID3
* xyz -1 6
Dy -0.36249 0.38286 -0.98934
Br 2.13411 2.70396 0.03686
S -1.57569 2.60566 -2.64184
S -1.87419 0.85146 -4.48514
F -1.14219 5.10946 -3.41924
F -3.10669 4.79176 -2.61194
F -1.11849 1.23606 -7.05594
F 0.38981 1.69616 -5.58634
F -0.03529 -0.34584 -6.08174
F -1.40729 4.90726 -1.29514
O 0.26911 -1.56884 -1.75614
O -1.22819 0.14756 -3.41074
O 1.49031 -3.08654 -2.86544
O 4.12081 1.12156 4.64006
O -2.51409 1.97066 -1.77834
O 0.18021 -2.51444 5.68706
O -1.56929 -3.87474 5.27846
O -3.05579 0.30966 -5.05724
O -0.19099 2.39806 -2.30474
N -1.89889 2.50066 1.34766
N 0.91521 1.36166 2.08946
N 1.73361 0.42126 -2.81424
N 2.15931 -0.93744 -2.87554
N -0.51639 -1.26314 1.03916
N 2.09841 -0.57984 0.17046
N -2.77939 -0.75104 -0.40254
N -1.91869 2.40226 -4.16474
C 3.30221 -0.48934 -0.38754
C 1.86271 -1.65044 0.93816
C -5.06539 -0.05424 -0.45744
C -0.70159 -3.05444 5.01176
C 0.57631 -1.74574 1.63546
C 1.81881 0.63786 4.15886
C 0.54271 -2.28844 2.91846
C 1.21151 -1.96474 -2.48334
C 4.03391 -2.57214 0.48866
C 2.07721 1.87416 1.79006
C -0.60179 0.84586 -5.89384
C 3.19081 1.85886 2.60006
C -4.04759 -0.59694 1.62346
C -1.70389 -1.46434 1.62386
C -1.28819 1.77386 0.67826
C 3.05401 1.19026 3.82116
C -2.88229 -0.91824 0.92676
C -1.82539 4.46126 -2.47404
C 0.77221 0.77946 3.26826
C -0.68019 -2.52744 3.51486
C 4.30011 -1.44004 -0.26234
C -1.82809 -2.18904 2.81356
C -3.85659 -0.35724 -1.06844
C -5.15029 -0.14344 0.92306
C 2.80971 -2.66274 1.11856
H 3.88551 0.63786 5.44406
H 4.12001 2.32436 2.32486
H 5.24801 -1.30484 -0.75684
H 3.50751 0.41456 -0.94034
H 2.56581 -3.51944 1.72716
H -5.90729 0.26426 -1.05184
H -2.79139 -2.48094 3.20536
H -4.07249 -0.67144 2.69776
H -3.74939 -0.28024 -2.14364
H -0.22049 0.42486 3.50016
H 1.25241 0.70576 -3.67154
H 1.66521 0.09396 5.07906
H 1.44691 -2.49434 3.46846
H 4.76531 -3.35934 0.59006
H 2.55681 1.01936 -2.71624
H -6.06149 0.13016 1.43866
H 2.67101 -1.20334 -3.71424
*
```

Löwdin atomic charge list, values in e, 8 entries: atom 1 (Dy): 1.554, atom 2 (Br): 0.796, atom 3 (S): 0.568, atom 4 (S): 0.614, atom 5 (F): 0.138, atom 6 (F): 0.150, atom 7 (F): 0.146, atom 8 (F): 0.113



# 2
DFT (ωB97M-V/def2-TZVPD) results for a molecular structure, C25H17FIN5O2V.

Lowest unoccupied orbital energy (alpha / beta): -4.5398 / -4.4573 eV
Relative energy (zero: lowest compared OMol25 entry of this formula, charge and spin): 1.8 kcal/mol
<S²>: 2.022
Total energy: -2728.5141 hartree
Kohn-Sham gap (alpha / beta): 5.746 / 5.825 eV

```
! RIJCOSX wB97M-V def2-TZVPD def2/J DEFGRID3
* xyz 1 3
I 5.05489 2.07325 3.20609
V 0.16771 -0.20200 0.05740
F 3.16590 -5.49299 0.45011
O -5.08322 -3.09310 -3.35044
O -5.89914 -3.20743 -1.22511
N 1.76339 2.46829 0.62829
N 0.33595 0.06087 -2.04411
N -1.58662 -0.92720 -0.66539
N -1.09586 -0.18856 1.74489
N 1.71776 1.12676 0.75908
C -2.77981 -0.58664 3.89676
C -1.71594 -1.15997 -1.97844
C -0.46413 -0.76735 -4.13460
C 2.43785 -2.03712 -0.19457
C -2.56318 -1.25822 0.19190
C 0.50773 -3.09708 0.76235
C -2.27536 -0.83348 1.57705
C 1.38837 0.59821 -2.67449
C 1.11462 -1.94110 0.25491
C -1.57364 0.07696 4.06548
C -3.13611 -1.04676 2.63913
C -0.58597 -0.62063 -2.76389
C 2.49963 -4.33809 0.38690
C -3.70163 -1.90266 -0.24304
C 1.57026 0.49401 -4.03737
C -0.76103 0.25249 2.96449
C -5.09970 -2.92505 -2.12559
C 1.19264 -4.29745 0.84168
C 3.42020 1.96470 1.96735
C 2.77078 3.00455 1.33652
C 3.14024 -3.23052 -0.13973
C -2.82756 -1.80105 -2.48147
C 2.72498 0.81559 1.57579
C 0.62584 -0.20332 -4.77692
C -3.82859 -2.19193 -1.59763
H 2.95596 4.06558 1.34202
H 4.15896 -3.31848 -0.49170
H 2.94401 -1.16942 -0.60930
H -4.52304 -2.20114 0.39667
H -1.26300 0.44891 5.03062
H 2.90711 -0.21315 1.84273
H -2.99073 -2.01980 -3.52953
H -0.52150 -3.07370 1.10373
H -3.44093 -0.74520 4.73799
H 2.43342 0.94493 -4.50435
H 2.10606 1.11782 -2.05113
H 0.19461 0.75466 3.04657
H 0.73702 -0.30897 -5.84760
H -1.21258 -1.31707 -4.68631
H 0.73509 -5.19519 1.23415
H -4.07097 -1.56396 2.47989
H 1.09697 2.95476 0.05094
*
```

Löwdin atomic charge list, values in e, 8 entries: atom 1 (I): 0.954, atom 2 (V): 0.984, atom 3 (F): 0.094, atom 4 (O): -0.002, atom 5 (O): -0.003, atom 6 (N): 0.016, atom 7 (N): 0.011, atom 8 (N): 0.021